[1]
8
Properties=species:S:1:pos:R:3:nbo_charge:R:1 method="wB97M-V/def2-TZVPD" de_lowest_ev=0.260 orbital_gap_ev=7.52 e_lumo_ev=-1.50 smiles="OC(=S)C(=S)S" multiplicity=1
O -0.8258 -1.7464 0.5525 -0.6134
C -0.8079 -0.4918 0.1164 0.1600
S -2.1364 0.3414 -0.3080 -0.0479
C 0.6277 0.0207 0.0221 -0.4228
S 1.8465 -1.0043 -0.2800 0.1116
S 0.9056 1.7064 0.2044 0.1616
H -1.7529 -1.9789 0.5383 0.5000
H -0.4096 2.0826 0.3496 0.1510

=====

[2]
8
Properties=species:S:1:pos:R:3:nbo_charge:R:1 method="wB97M-V/def2-TZVPD" de_lowest_ev=0.854 orbital_gap_ev=9.01 e_lumo_ev=-0.01 multiplicity=1
C 0.4037 0.3041 0.8246 -0.3356
C 0.8661 -0.0902 -0.3539 -0.5322
O 2.5437 1.2669 -1.7057 -0.9306
S 1.4397 0.9045 2.0560 0.2299
S 3.2163 0.4153 1.1163 -0.1349
S 2.5412 0.1038 -0.8682 1.2050
H -0.5693 0.3965 1.1663 0.2396
H 0.2356 -0.3455 -1.2897 0.2589

=====

[3]
8
Properties=species:S:1:pos:R:3:nbo_charge:R:1 method="wB97M-V/def2-TZVPD" de_lowest_ev=0.649 orbital_gap_ev=7.59 e_lumo_ev=-1.83 smiles="O=C(S)C(=S)S" multiplicity=1
O -0.3042 0.4032 1.6881 -0.5476
C -0.0285 0.5236 0.4551 0.3462
S 0.4399 2.1590 -0.2205 0.0306
C 0.1158 -0.7376 -0.3880 -0.4161
S 1.0347 -0.7670 -1.8057 0.0475
S -0.5659 -2.0789 0.4220 0.1816
H 0.6993 1.8668 -1.5213 0.1649
H -1.3912 -1.3691 1.3704 0.1930

=====

[4]
7
Properties=species:S:1:pos:R:3:nbo_charge:R:1 method="wB97M-V/def2-TZVPD" de_lowest_ev=0.550 orbital_gap_ev=8.35 e_lumo_ev=-0.59 multiplicity=1
C 2.2212 0.6266 0.0320 -0.3843
C -1.7915 -0.4648 -0.0558 -0.4390
S 2.8429 0.9485 1.3950 0.2145
S 1.6080 0.2636 -1.3436 0.1759
S -0.5258 -0.5898 0.9668 0.0759
H -2.1734 -1.2733 -0.5334 0.1703
H -2.1815 0.4891 -0.4611 0.1869

=====

[5]
51
Properties=species:S:1:pos:R:3:nbo_charge:R:1 method="wB97M-V/def2-TZVPD" de_lowest_ev=0.640 orbital_gap_ev=8.92 e_lumo_ev=-0.04 multiplicity=1
C -0.6700 2.4511 -0.0418 -0.2650
C -1.5996 2.0878 1.1793 -0.2454
N -1.9143 0.6891 1.1879 -0.9044
N -0.0160 1.3574 -0.7005 -0.8791
H -1.2632 3.1749 -0.6650 0.2062
H 0.1666 3.1371 0.1932 0.1669
H -1.1151 2.5411 2.0331 0.1979
H -2.5035 2.7795 0.9841 0.1734
H -1.7373 0.3281 2.1026 0.4000
H -2.7587 0.4247 0.6401 0.4113
H -0.4960 0.9494 -1.5111 0.3747
H 0.0592 0.5745 -0.0649 0.3557
H -2.7697 -2.7187 2.2640 0.4649
H -1.6799 -1.9528 1.6378 0.4736
O -2.4573 -1.8046 2.2259 -0.9650
H -0.2731 -0.6060 3.5450 0.4871
H 0.6921 0.7058 3.7850 0.5169
O 0.2800 0.0908 3.1709 -1.0025
H 2.2485 3.7331 -2.0556 0.4741
H 1.2749 2.5303 -2.4441 0.5055
O 2.1457 2.9212 -2.5608 -0.9541
H 2.8106 1.3101 3.2700 0.5025
H 3.4355 0.2397 4.1973 0.4722
O 2.8130 0.9690 4.1785 -0.9757
H 2.4615 2.5058 0.7088 0.4940
H 1.1128 2.0380 1.4412 0.4841
O 2.0415 2.2444 1.5458 -0.9738
H -3.6334 1.3149 -2.3711 0.4700
H -2.5967 0.9825 -3.4105 0.4718
O -3.1463 1.7128 -3.1061 -0.9398
H -0.1655 -1.3618 0.3808 0.4939
H 0.2866 -1.9008 1.7639 0.5038
O -0.1682 -2.1506 0.9370 -0.9587
H 3.2245 2.3373 -1.2218 0.4863
H 4.6615 1.9182 -1.4809 0.4802
O 3.9584 1.8318 -0.8306 -0.9872
H -2.1741 -4.0999 -2.2968 0.4777
H -1.0306 -4.2316 -1.2560 0.5086
O -1.8578 -3.7360 -1.4545 -0.9679
H 2.5348 -0.8974 -1.1293 0.4598
H 3.8250 -0.1763 -0.6311 0.4951
O 3.4883 -0.8468 -1.2249 -0.9606
H -2.2683 -1.6475 -1.0591 0.4592
H -2.6261 -2.1805 0.3482 0.4674
O -2.9499 -1.6972 -0.4002 -0.9383
H 1.2605 -4.5185 -0.8275 0.4857
H 0.7596 -3.1181 -1.1353 0.4923
O 0.7219 -4.0260 -1.4555 -0.9527
H -0.2271 -2.2280 -3.3082 0.4782
H -1.3829 -2.3272 -2.3191 0.4783
O -0.7822 -1.6541 -2.7584 -0.9990

=====

[6]
70
Properties=species:S:1:pos:R:3:nbo_charge:R:1 method="wB97M-V/def2-TZVPD" de_lowest_ev=2.907 orbital_gap_ev=6.15 e_lumo_ev=-5.94 charge=+1 multiplicity=1
Cd 24.5957 7.8492 -8.6785 1.7951
C 25.6640 4.2857 -6.5157 0.7868
F 25.9329 4.0240 -7.7927 -0.3220
F 24.4937 3.7915 -6.1891 -0.2808
F 26.5923 3.8237 -5.7273 -0.2710
S 25.4978 6.1580 -6.1981 2.1447
O 24.0847 6.3827 -6.0316 -0.9153
O 26.2762 6.4350 -5.0179 -0.8949
N 26.0805 6.9455 -7.6057 -1.4453
S 27.7067 7.0867 -7.4330 2.2070
O 28.0513 8.3251 -6.7946 -0.8887
O 28.3301 5.8631 -7.0214 -0.8711
C 28.2429 7.3540 -9.2140 0.7376
F 27.9097 6.3397 -10.0278 -0.3297
F 27.6839 8.4648 -9.7019 -0.3188
F 29.5471 7.4555 -9.1616 -0.2785
O 30.6331 9.5700 -6.3975 -0.9590
H 30.9351 9.9484 -5.5625 0.4791
H 31.4462 9.3278 -6.8598 0.4859
O 29.0625 2.4986 -4.7559 -0.9623
H 29.9701 2.8041 -4.6423 0.4832
H 28.8248 2.7583 -5.6571 0.4866
O 25.4205 6.0904 -1.8402 -0.9535
H 25.7555 6.9268 -2.1811 0.4687
H 25.6177 6.1188 -0.8982 0.4894
O 21.6760 4.3876 -6.0241 -0.9503
H 22.2360 4.3782 -5.2389 0.4843
H 21.5741 3.4620 -6.2693 0.4673
O 23.2402 1.6418 -7.7726 -0.9774
H 22.3203 1.5008 -8.0211 0.4833
H 23.5666 2.2870 -8.4201 0.4866
O 28.9368 11.3693 -8.2847 -0.9477
H 28.5207 10.7248 -7.7021 0.4699
H 29.8567 11.0848 -8.3090 0.4790
O 32.2275 7.6769 -9.8816 -0.9384
H 32.2759 7.1139 -10.6596 0.4755
H 31.3474 8.0553 -9.9137 0.4634
O 30.3627 8.0829 -12.2389 -0.9342
H 29.8706 8.9106 -12.2962 0.4774
H 29.6927 7.4011 -12.1249 0.4584
O 25.0288 0.9809 -3.8759 -0.9254
H 25.1428 1.8955 -4.1515 0.4600
H 24.4808 0.5814 -4.5602 0.4670
O 28.1080 4.6517 -3.1637 -0.9587
H 28.1316 3.7354 -3.4974 0.4895
H 27.4048 5.0726 -3.6743 0.4588
O 28.6096 1.9942 -7.7655 -0.9741
H 28.9207 1.1576 -7.3994 0.4856
H 27.6823 1.8346 -8.0057 0.4860
O 26.4690 3.9850 -10.6972 -1.0052
H 27.1741 4.0765 -11.3495 0.4969
H 26.7674 3.2736 -10.1047 0.5162
O 24.0602 9.0373 -7.0103 -1.0208
H 23.2057 9.0723 -6.5503 0.5410
H 24.7228 9.3378 -6.3653 0.5428
O 25.0171 6.6833 -10.3573 -1.0389
H 25.7653 6.0758 -10.1568 0.5531
H 24.5295 6.2510 -11.0759 0.5406
O 26.0589 1.3468 -9.0136 -0.9860
H 25.7483 1.0809 -9.8867 0.4887
H 25.2956 1.2098 -8.4280 0.5054
O 22.8914 6.1592 -3.3577 -0.9402
H 23.8138 5.8871 -3.2576 0.4865
H 22.9394 7.0724 -3.6494 0.4536
O 30.0316 7.6291 -3.9493 -0.9400
H 29.3521 7.0887 -4.3659 0.4729
H 30.2069 8.3468 -4.5707 0.4637
O 23.6489 3.7251 -9.7666 -0.9563
H 24.5470 4.0591 -9.6518 0.4813
H 23.5978 3.4896 -10.7015 0.4855

=====

[7]
9
Properties=species:S:1:pos:R:3:mulliken_spin:R:1 method="wB97M-V/def2-TZVPD" de_lowest_ev=1.183 orbital_gap_ev="6.07 / 6.80" e_lumo_ev="-1.56 / -1.55" multiplicity=2
C -1.0936 -0.7575 0.0697 0.8487
C -0.0436 -0.8348 1.1215 -0.0160
O 0.3062 0.5373 0.9387 0.0976
F -0.7883 -0.1448 -1.2735 0.0103
H -1.9564 -1.4255 0.0106 0.0289
H -0.5132 -1.0999 2.0896 0.0184
Ag 0.4853 1.8448 -0.8539 -0.0055
O 0.9594 -1.8085 0.8948 0.0203
H 1.4834 -1.5719 0.1059 -0.0026

=====

[8]
13
Properties=species:S:1:pos:R:3:nbo_charge:R:1 method="wB97M-V/def2-TZVPD" de_lowest_ev=2.062 orbital_gap_ev=3.11 e_lumo_ev=-6.36 multiplicity=1
Al -0.8417 1.4076 0.0876 1.2080
O -2.0580 2.8083 2.2417 -0.8807
H -2.6724 2.7437 2.9987 0.4457
O 3.9250 1.2286 -0.9046 -0.6585
C 2.6744 1.1419 -0.4966 0.9436
O 1.7920 0.3231 -0.8140 -0.6520
O 2.1771 2.0938 0.2045 -0.5424
H 4.0575 0.6745 -1.6773 0.5105
O -2.4922 -2.9000 0.3302 -0.6503
C -1.6712 -2.5835 -0.6479 0.9241
O -1.4394 -1.3568 -0.8269 -0.6454
O -1.1925 -3.4329 -1.3750 -0.4847
H -2.2585 -2.1483 0.8796 0.4821

=====

[9]
9
Properties=species:S:1:pos:R:3:nbo_charge:R:1 method="wB97M-V/def2-TZVPD" de_lowest_ev=2.914 orbital_gap_ev=10.63 e_lumo_ev=0.24 smiles=C#COB(O)O multiplicity=1
C -2.7892 0.6041 0.0468 -0.3270
C -1.6705 0.9998 -0.0176 0.3113
O -0.2645 1.5795 -0.0073 -0.6665
B 0.7612 0.7303 0.0308 1.2494
O 0.5022 -0.6288 -0.0247 -0.8939
O 1.9460 1.3827 -0.0572 -0.8815
H -3.7892 0.4375 -0.1249 0.2332
H 1.0549 -1.2269 0.3199 0.4869
H 2.6916 1.0711 0.3115 0.4883

=====

[10]
9
Properties=species:S:1:pos:R:3:nbo_charge:R:1 method="wB97M-V/def2-TZVPD" de_lowest_ev=0.615 orbital_gap_ev=11.01 e_lumo_ev=0.52 smiles="C=C[Si](F)(Br)Br" multiplicity=1
C -0.1610 -1.6513 -0.0953 -0.3832
C 0.7261 -0.6570 0.1229 -0.5731
Si -0.1751 1.2653 -0.0981 1.5447
F -1.6948 0.9727 -0.1154 -0.6476
Br 0.2604 2.5445 1.6367 -0.3053
Br 0.3697 2.5627 -1.7448 -0.2740
H 0.0697 -2.6302 0.1914 0.1969
H -1.2135 -1.4537 -0.3011 0.2023
H 1.8185 -0.9531 0.4038 0.2394

=====

[11]
8
Properties=species:S:1:pos:R:3:nbo_charge:R:1 method="wB97M-V/def2-TZVPD" de_lowest_ev=0.042 orbital_gap_ev=9.75 e_lumo_ev=0.10 multiplicity=1
C 0.1358 -0.0951 0.5751 -0.5187
C -0.7734 0.0253 -0.9529 -0.4752
Br 0.2368 -1.9480 0.9356 0.0606
Br -0.6642 1.8925 -1.5752 0.0207
I -2.7668 -0.6127 -0.7332 0.1930
H -0.1809 0.5297 1.4424 0.2423
H 1.1764 0.4338 0.5052 0.2421
H -0.3080 -0.4959 -1.8243 0.2351

=====

[12]
8
Properties=species:S:1:pos:R:3:nbo_charge:R:1 method="wB97M-V/def2-TZVPD" de_lowest_ev=0.056 orbital_gap_ev=10.57 e_lumo_ev=0.06 multiplicity=1
H -1.6600 0.4825 -1.5311 0.3649
N -1.3405 0.5020 -0.6193 -0.5809
C -0.2142 0.0102 -0.4723 0.2819
Br 0.8075 -0.7685 -2.0879 -0.0858
C 0.4786 0.1298 0.7977 -0.5017
Br 0.6259 -1.7059 1.6384 -0.0038
H -0.1858 0.7842 1.5113 0.2698
H 1.4884 0.5656 0.7632 0.2557

=====

> What is the multiplicity in the first record?

1

=====

> Which value of multiplicity does entry 11 give?

1